Entry 1:
{"formula": "C22H14BBrCl68N", "method": "ωB97M-V with the def2-TZVPD basis set", "species": ["C", "C", "C", "Br", "B", "C", "C", "N", "H", "H", "H", "H", "H", "H", "H", "H", "H", "H", "H", "H", "H", "H", "C", "Cl", "Cl", "Cl", "Cl", "C", "Cl", "Cl", "Cl", "Cl", "C", "Cl", "Cl", "Cl", "Cl", "C", "Cl", "Cl", "Cl", "Cl", "C", "Cl", "Cl", "Cl", "Cl", "C", "Cl", "Cl", "Cl", "Cl", "C", "Cl", "Cl", "Cl", "Cl", "C", "Cl", "Cl", "Cl", "Cl", "C", "Cl", "Cl", "Cl", "Cl", "C", "Cl", "Cl", "Cl", "Cl", "C", "Cl", "Cl", "Cl", "Cl", "C", "Cl", "Cl", "Cl", "Cl", "C", "Cl", "Cl", "Cl", "Cl", "C", "Cl", "Cl", "Cl", "Cl", "C", "Cl", "Cl", "Cl", "Cl", "C", "Cl", "Cl", "Cl", "Cl", "C", "Cl", "Cl", "Cl", "Cl"], "coordinates": [[4.034, -1.687, -1.481], [4.021, -3.184, -1.169], [2.683, -3.914, -1.385], [2.784, -5.537, -0.162], [1.294, -3.070, -1.111], [0.001, -4.033, -0.789], [0.934, -2.206, -2.479], [0.074, -1.025, -2.241], [3.833, -1.481, -2.530], [3.346, -1.131, -0.848], [5.038, -1.298, -1.279], [4.785, -3.644, -1.813], [4.376, -3.338, -0.149], [2.674, -4.406, -2.361], [1.482, -2.295, -0.161], [0.031, -4.976, -1.350], [-0.121, -4.267, 0.273], [-0.929, -3.529, -1.098], [0.391, -2.876, -3.158], [1.826, -1.845, -2.999], [-0.825, -1.319, -1.884], [0.506, -0.431, -1.546], [-2.656, 0.983, -4.107], [-2.055, -0.049, -5.406], [-3.955, 2.018, -4.737], [-3.300, -0.018, -2.808], [-1.359, 1.991, -3.486], [-3.029, 5.786, -4.994], [-3.163, 5.261, -3.317], [-1.643, 5.013, -5.752], [-4.488, 5.344, -5.893], [-2.825, 7.545, -5.036], [1.745, 4.400, -1.914], [2.367, 5.256, -0.494], [1.801, 2.666, -1.642], [0.068, 4.899, -2.194], [2.715, 4.811, -3.333], [-7.059, 0.623, -1.479], [-8.524, 1.196, -0.668], [-7.468, 0.078, -3.110], [-5.881, 1.925, -1.579], [-6.373, -0.723, -0.566], [1.935, 8.710, 2.136], [2.785, 10.252, 2.297], [3.115, 7.396, 2.074], [0.870, 8.479, 3.526], [0.976, 8.713, 0.660], [7.606, -5.360, 1.501], [5.934, -5.417, 0.988], [8.612, -4.658, 0.223], [7.759, -4.360, 2.963], [8.189, -6.993, 1.868], [-12.024, -0.133, 1.354], [-11.244, 1.436, 1.573], [-10.797, -1.397, 1.313], [-13.136, -0.427, 2.695], [-12.923, -0.133, -0.167], [-3.062, 8.223, -0.223], [-3.084, 7.720, 1.470], [-1.786, 7.349, -1.067], [-4.624, 7.877, -0.968], [-2.742, 9.962, -0.311], [-6.442, 4.497, -9.480], [-6.630, 4.048, -7.781], [-5.003, 3.715, -10.132], [-7.871, 3.976, -10.377], [-6.270, 6.251, -9.603], [7.469, -8.698, 5.907], [6.683, -8.727, 7.491], [7.105, -7.196, 5.076], [9.220, -8.846, 6.127], [6.886, -10.064, 4.948], [6.439, -1.362, -5.274], [6.657, -2.022, -3.661], [7.698, -1.986, -6.356], [4.852, -1.824, -5.888], [6.554, 0.404, -5.214], [6.156, -11.112, 10.548], [6.485, -11.923, 9.020], [4.917, -9.874, 10.302], [5.582, -12.282, 11.741], [7.633, -10.344, 11.135], [-11.833, 2.448, -9.684], [-11.223, 3.453, -8.369], [-11.729, 0.748, -9.227], [-13.516, 2.868, -10.021], [-10.859, 2.728, -11.133], [-4.549, 7.954, 5.443], [-4.591, 7.435, 7.130], [-3.294, 7.059, 4.584], [-6.113, 7.640, 4.687], [-4.192, 9.682, 5.364], [7.494, -6.526, 12.994], [9.129, -5.861, 13.066], [7.472, -8.107, 13.784], [6.378, -5.436, 13.823], [7.000, -6.691, 11.309], [4.485, -1.273, 13.087], [4.898, -2.833, 12.376], [4.882, 0.021, 11.955], [2.759, -1.227, 13.454], [5.408, -1.052, 14.580], [-1.129, 3.117, -9.475], [-1.406, 2.001, -8.141], [0.603, 3.224, -9.808], [-1.966, 2.534, -10.924], [-1.743, 4.713, -9.045]], "homo_energy_ev": -4.4, "charge": -1}



Entry 2:
{"formula": "C17H30OP", "method": "ωB97M-V with the def2-TZVPD basis set", "species": ["C", "O", "C", "C", "C", "C", "C", "C", "C", "H", "H", "H", "H", "H", "H", "H", "H", "H", "C", "C", "C", "P", "C", "C", "C", "C", "C", "C", "H", "H", "H", "H", "H", "H", "H", "H", "H", "H", "H", "H", "H", "H", "H", "H", "H", "H", "H", "H", "H"], "coordinates": [[-3.501, 1.379, 1.375], [-3.031, 0.022, 1.534], [-1.867, -0.158, 2.084], [-1.404, -1.483, 2.330], [-0.141, -1.636, 2.944], [0.356, -2.907, 3.189], [-0.387, -4.037, 2.827], [-1.642, -3.889, 2.216], [-2.161, -2.630, 1.966], [-4.480, 1.272, 0.914], [-3.578, 1.883, 2.348], [-2.815, 1.943, 0.726], [-1.295, 0.732, 2.387], [0.391, -0.722, 3.204], [1.327, -3.031, 3.665], [0.003, -5.036, 3.021], [-2.219, -4.770, 1.932], [-3.134, -2.481, 1.495], [2.683, -0.339, -2.120], [1.706, -0.653, -0.981], [1.040, -2.031, -1.104], [0.439, 0.684, -0.686], [1.584, 2.105, -0.243], [2.565, 1.712, 0.871], [0.788, 3.338, 0.194], [-0.067, 1.152, -2.439], [-1.186, 2.200, -2.416], [-0.532, -0.059, -3.257], [3.423, -1.150, -2.161], [2.183, -0.283, -3.095], [3.228, 0.600, -1.953], [2.286, -0.678, -0.044], [1.822, -2.786, -1.258], [0.502, -2.277, -0.178], [0.335, -2.092, -1.942], [2.138, 2.333, -1.171], [3.159, 2.593, 1.150], [2.020, 1.375, 1.765], [3.268, 0.925, 0.573], [1.491, 4.119, 0.512], [0.170, 3.762, -0.601], [0.140, 3.096, 1.049], [0.838, 1.591, -2.895], [-1.499, 2.406, -3.448], [-2.059, 1.821, -1.864], [-0.880, 3.152, -1.974], [-0.914, 0.296, -4.224], [0.260, -0.784, -3.470], [-1.357, -0.577, -2.745]], "homo_energy_ev": -11.2, "relative_energy_kj_mol": 0.0, "charge": 1}



Entry 3:
{"formula": "C7H10N", "method": "ωB97M-V with the def2-TZVPD basis set", "species": ["C", "C", "C", "C", "C", "C", "C", "N", "H", "H", "H", "H", "H", "H", "H", "H", "H", "H"], "coordinates": [[-2.089, 0.159, 0.070], [-3.056, 0.966, 0.179], [-1.736, -1.236, 0.300], [0.035, -0.150, -1.445], [0.698, 0.260, -0.098], [1.545, -0.796, 0.533], [0.876, 1.745, 0.245], [-0.747, -0.204, -0.239], [-1.612, -1.516, 1.450], [-1.890, -2.084, -0.423], [-0.439, 0.670, -2.030], [0.254, -1.194, -1.835], [1.616, -0.694, 1.669], [2.610, -0.636, 0.243], [1.288, -1.760, 0.360], [-0.005, 2.182, -0.039], [1.734, 2.290, -0.295], [0.919, 1.999, 1.352]], "homo_energy_ev": -15.4, "relative_energy_kj_mol": 678.5, "charge": 1}



Entry 4:
{"formula": "C4H11N2O", "method": "ωB97M-V with the def2-TZVPD basis set", "species": ["C", "C", "C", "C", "N", "N", "O", "H", "H", "H", "H", "H", "H", "H", "H", "H", "H", "H"], "coordinates": [[-0.532, 0.665, -1.965], [-0.300, -0.369, -1.222], [-1.054, 0.574, -3.414], [0.983, 0.195, 0.707], [2.286, -0.040, 0.439], [-1.948, -0.546, 2.683], [0.400, 0.340, 1.774], [-0.447, 1.716, -1.642], [-0.417, -1.502, -1.228], [-0.107, 1.059, -3.836], [-1.222, -0.484, -3.584], [-1.881, 1.284, -3.510], [3.009, 0.038, 1.037], [2.556, -0.366, -0.459], [-2.036, -1.538, 2.317], [-2.839, -0.007, 2.318], [-1.765, -0.498, 3.729], [-1.064, -0.104, 2.077]], "homo_energy_ev": [-12.0, -12.0], "relative_energy_kj_mol": 475.1, "charge": 1}



Entry 5:
{"formula": "C25H26FN3O4", "method": "ωB97M-V with the def2-TZVPD basis set", "species": ["C", "C", "C", "N", "C", "O", "C", "O", "C", "O", "C", "C", "C", "C", "C", "F", "C", "C", "C", "C", "C", "C", "C", "O", "N", "C", "C", "C", "C", "C", "C", "N", "C", "H", "H", "H", "H", "H", "H", "H", "H", "H", "H", "H", "H", "H", "H", "H", "H", "H", "H", "H", "H", "H", "H", "H", "H", "H", "H"], "coordinates": [[3.143, 3.889, 0.276], [2.918, 2.424, 0.222], [1.775, 1.682, 0.199], [0.410, 1.943, 0.280], [-0.299, 3.081, 0.189], [0.152, 4.206, 0.127], [-1.817, 2.862, 0.182], [-2.233, 1.509, 0.272], [-2.346, 0.822, -0.883], [-2.059, 1.283, -1.954], [-2.877, -0.574, -0.616], [-4.246, -0.431, 0.016], [-5.128, 0.499, -0.529], [-6.403, 0.663, -0.023], [-6.800, -0.128, 1.040], [-8.044, 0.021, 1.544], [-5.955, -1.069, 1.595], [-4.680, -1.215, 1.077], [-2.981, -1.405, -1.904], [-2.998, -2.840, -1.390], [-2.012, -2.844, -0.213], [-1.854, -1.374, 0.215], [2.142, 0.282, 0.094], [1.405, -0.693, 0.071], [3.521, 0.274, 0.048], [4.329, -0.853, 0.256], [4.032, -2.030, -0.425], [4.810, -3.153, -0.216], [5.888, -3.110, 0.653], [6.176, -1.939, 1.335], [5.396, -0.812, 1.148], [4.003, 1.570, 0.206], [5.234, 1.927, -0.462], [3.669, 4.230, -0.616], [3.743, 4.149, 1.147], [2.185, 4.398, 0.331], [-0.109, 1.070, 0.335], [-2.249, 3.378, 1.042], [-2.201, 3.313, -0.740], [-4.814, 1.104, -1.368], [-7.086, 1.386, -0.441], [-6.297, -1.676, 2.418], [-4.031, -1.956, 1.513], [-2.097, -1.220, -2.515], [-3.865, -1.155, -2.489], [-4.003, -3.089, -1.044], [-2.720, -3.555, -2.163], [-1.046, -3.240, -0.522], [-2.377, -3.468, 0.602], [-1.995, -1.220, 1.283], [-0.844, -1.043, -0.032], [3.188, -2.056, -1.093], [4.576, -4.067, -0.741], [6.497, -3.987, 0.806], [7.005, -1.904, 2.026], [5.599, 0.090, 1.706], [5.904, 1.071, -0.459], [5.705, 2.746, 0.079], [5.059, 2.234, -1.498]], "homo_energy_ev": -8.1, "relative_energy_kj_mol": 82.7, "smiles": "Cc1c(NC(=O)COC(=O)C2(c3ccc(F)cc3)CCCC2)c(=O)n(-c2ccccc2)n1C"}



Entry 6:
{"formula": "C24H16F5N3RuSTe", "method": "ωB97M-V with the def2-TZVPD basis set", "species": ["Ru", "N", "C", "C", "C", "C", "C", "C", "C", "C", "C", "C", "C", "C", "N", "C", "C", "C", "C", "N", "H", "H", "H", "H", "H", "H", "H", "H", "H", "H", "C", "Te", "C", "H", "H", "H", "H", "H", "H", "F", "C", "C", "F", "C", "F", "C", "S", "C", "F", "C", "F"], "coordinates": [[0.600, 0.460, 0.879], [-5.179, -5.899, -4.917], [-4.611, -5.192, -4.216], [-3.843, -4.318, -3.387], [-3.130, -3.296, -3.994], [-2.389, -2.472, -3.151], [-2.399, -2.610, -1.764], [-3.188, -3.651, -1.195], [-3.887, -4.512, -1.997], [-1.551, -1.690, -0.939], [-1.264, -0.385, -1.415], [-1.848, 0.295, -2.509], [-1.058, 1.428, -2.737], [-0.083, 1.424, -1.799], [-0.164, 0.393, -0.940], [-1.041, -2.099, 0.335], [-1.181, -3.337, 0.939], [-0.897, -3.148, 2.315], [-0.579, -1.836, 2.468], [-0.558, -1.157, 1.269], [-3.107, -3.206, -5.066], [-1.700, -1.771, -3.570], [-3.349, -3.685, -0.142], [-4.483, -5.312, -1.565], [-2.718, 0.014, -3.098], [-1.161, 2.120, -3.562], [0.716, 2.144, -1.685], [-1.431, -4.259, 0.495], [-0.887, -3.897, 3.084], [-0.446, -1.355, 3.398], [2.070, -1.176, 3.889], [0.986, 0.774, 3.653], [2.972, 1.675, 3.444], [1.989, -1.746, 2.982], [1.611, -1.703, 4.743], [3.039, -0.842, 4.203], [3.456, 1.585, 4.404], [2.864, 2.733, 3.219], [3.521, 1.142, 2.660], [3.355, 7.484, 0.127], [3.086, 6.238, 0.391], [4.095, 5.425, 0.870], [5.275, 5.949, 1.164], [3.863, 4.073, 0.885], [4.830, 3.304, 1.297], [2.613, 3.475, 0.479], [2.625, 1.752, 0.348], [1.564, 4.408, 0.146], [0.358, 3.945, -0.170], [1.794, 5.746, 0.106], [0.849, 6.570, -0.374]], "homo_energy_ev": [-14.4, -14.4], "relative_energy_kj_mol": 139.2, "charge": 2, "spin_multiplicity": 5}



Entry 7:
{"formula": "C14H25FN2O4Si2V", "method": "ωB97M-V with the def2-TZVPD basis set", "species": ["C", "C", "F", "Si", "C", "C", "N", "O", "Si", "C", "C", "C", "N", "C", "C", "C", "C", "C", "C", "C", "O", "H", "H", "H", "H", "H", "H", "H", "H", "H", "H", "H", "H", "H", "H", "H", "H", "H", "H", "H", "H", "H", "H", "H", "H", "H", "O", "V", "O"], "coordinates": [[3.596, 1.903, 1.734], [2.577, 0.761, 1.272], [1.745, 1.366, 0.244], [3.443, -0.759, 0.503], [4.224, -0.420, -1.202], [3.236, 0.227, -2.236], [2.296, -0.374, -2.870], [2.454, -2.146, 0.339], [1.759, -2.685, 1.805], [0.010, -3.451, 1.537], [-0.495, -3.306, 0.041], [-2.009, -2.859, -0.133], [-2.522, -1.945, 0.899], [-1.825, -0.659, 0.929], [-2.514, 0.464, 0.050], [-1.685, 1.563, -0.441], [-2.174, 2.685, -1.287], [-3.633, 2.675, -1.683], [-4.473, 1.610, -1.197], [-3.970, 0.495, -0.325], [-4.849, -0.450, 0.100], [4.179, 1.529, 2.614], [2.971, 2.807, 1.948], [4.232, 2.123, 0.833], [1.884, 0.518, 2.127], [4.543, -1.130, 1.420], [4.545, -1.414, -1.616], [5.082, 0.305, -1.072], [3.334, 1.338, -2.412], [2.347, -1.364, -2.580], [2.589, -3.754, 2.375], [1.620, -1.572, 2.751], [0.048, -4.552, 1.785], [-0.642, -2.968, 2.314], [-0.402, -4.318, -0.456], [0.152, -2.612, -0.562], [-2.680, -3.756, -0.182], [-2.083, -2.342, -1.136], [-2.615, -2.373, 1.816], [-0.751, -0.686, 0.595], [-1.805, -0.308, 2.008], [-0.607, 1.553, -0.136], [-1.430, 3.473, -1.585], [-3.974, 3.515, -2.337], [-5.559, 1.592, -1.462], [-4.749, -0.527, 1.074], [-2.862, 7.997, -1.610], [-1.810, 6.744, -2.066], [-0.746, 5.488, -2.527]], "homo_energy_ev": -11.5, "charge": 1}



Entry 8:
{"formula": "C16H29F7O6PS", "method": "ωB97M-V with the def2-TZVPD basis set", "species": ["C", "C", "C", "C", "C", "C", "C", "P", "F", "S", "C", "O", "O", "H", "H", "H", "H", "H", "H", "H", "H", "H", "H", "H", "H", "H", "H", "H", "H", "H", "H", "H", "C", "C", "O", "C", "O", "C", "F", "F", "F", "H", "H", "H", "H", "H", "C", "C", "O", "C", "O", "C", "F", "F", "F", "H", "H", "H", "H", "H"], "coordinates": [[6.039, -1.462, 0.925], [5.540, -0.140, 0.040], [3.996, 0.220, 0.458], [2.882, -0.107, -0.692], [1.333, 0.226, -0.320], [0.911, 0.126, 1.250], [0.278, -1.350, 1.696], [1.590, -2.704, 1.986], [2.912, -2.249, 3.042], [0.550, -4.324, 3.024], [2.117, -3.440, 0.302], [1.776, -4.859, 0.113], [1.656, -5.002, -1.199], [7.119, -1.824, 0.642], [5.220, -2.314, 0.795], [6.001, -1.142, 2.074], [5.656, -0.365, -1.113], [6.213, 0.750, 0.409], [3.884, 1.333, 0.803], [3.749, -0.446, 1.417], [3.162, 0.580, -1.629], [3.074, -1.219, -1.079], [0.664, -0.576, -0.901], [1.007, 1.274, -0.778], [1.720, 0.446, 2.029], [0.003, 0.889, 1.399], [-0.231, -1.146, 2.757], [-0.615, -1.687, 0.990], [1.544, -4.871, 3.869], [1.518, -2.827, -0.529], [3.270, -3.217, 0.099], [2.407, -4.473, -1.647], [-4.153, -3.642, -0.741], [-4.698, -2.854, -1.918], [-5.368, -1.667, -1.468], [-4.564, -0.605, -1.148], [-3.338, -0.627, -1.224], [-5.404, 0.601, -0.731], [-6.395, 0.275, 0.148], [-6.020, 1.190, -1.797], [-4.672, 1.580, -0.128], [-4.949, -3.860, -0.022], [-3.710, -4.584, -1.077], [-3.388, -3.073, -0.203], [-5.442, -3.458, -2.449], [-3.911, -2.606, -2.640], [-3.560, 5.227, -0.415], [-2.548, 4.357, -1.137], [-1.233, 4.926, -1.048], [-0.561, 4.709, 0.127], [-1.021, 4.074, 1.072], [0.836, 5.326, 0.070], [0.831, 6.596, -0.426], [1.681, 4.610, -0.726], [1.437, 5.400, 1.292], [-3.523, 6.254, -0.793], [-4.572, 4.836, -0.548], [-3.347, 5.276, 0.658], [-2.801, 4.308, -2.201], [-2.553, 3.328, -0.758]], "homo_energy_ev": -13.4, "relative_energy_kj_mol": 550.2, "charge": 1}